Entry 1:
Computed, not measured: a cluster of 2 separate species, C3H8NO2S in total at a distorted geometry, with wB97M-V/def2-TZVPD.

- total charge = +1
- LUMO energy (alpha / beta) (Eh) = -0.2636 / -0.2635
- frontier orbital gap (alpha / beta) (eV) = 7.1 / 7.1
- 2S+1 = 1
- energy relative to the best compared isomer or geometry (same formula, charge and spin) (kJ/mol) = 408.5

Last column: Löwdin charge in e.
Atoms and positions in Å:
C: 1.23268 -1.92961 0.33793  0.01
C: 1.99776 0.03445 -0.76473  -0.11
C: -1.82443 1.71538 0.58607  -0.06
N: 1.02125 -0.80380 -0.16180  -0.10
O: -2.21270 -0.96005 0.96680  -0.20
O: -2.24144 -0.11459 -1.38354  -0.19
S: -1.89761 0.00001 -0.01974  0.93
H: 0.41536 -2.47818 0.78224  0.08
H: 2.21611 -2.40048 0.35500  0.10
H: 2.97849 -0.44487 -0.83419  0.09
H: 2.09246 0.94682 -0.17417  0.09
H: 1.65698 0.30635 -1.76421  0.09
H: -1.97624 1.70747 1.66190  0.09
H: -0.85658 2.14292 0.33975  0.08
H: -2.60208 2.27815 0.07269  0.09

Cartesian forces, eV/Å:
0.3 -0.3 0.1
0.6 0.3 -0.3
0.4 0.0 0.1
-2.1 0.4 0.4
0.5 0.3 0.1
0.6 0.3 0.1
-0.2 -0.1 0.0
-0.2 -0.1 0.1
0.1 0.1 -0.1
0.0 0.0 0.0
0.0 0.0 -0.1
0.1 0.0 0.0
0.0 -0.3 0.0
0.2 -0.2 -0.1
-0.2 -0.3 -0.2

***

Entry 2:
Computed, not measured: a structure of composition C21H29N2O4S3SiTc at a distorted geometry, with wB97M-V/def2-TZVPD.

- total charge = +1
- LUMO energy (alpha / beta) (Eh) = -0.2182 / -0.2164
- frontier orbital gap (alpha / beta) (eV) = 6.2 / 6.5
- 2S+1 = 2
- energy relative to the best compared isomer or geometry (same formula, charge and spin) (kJ/mol) = 0.0

Last column: Löwdin charge in e.
Atoms and positions in Å:
Tc: 0.28439 -1.55883 0.73338  0.45
S: 1.61739 -3.27282 1.20736  0.73
C: 0.63788 -4.69451 1.52663  -0.60
C: 1.20972 -5.92271 1.83535  -0.02
C: 0.38453 -7.00212 2.11979  -0.16
C: 0.94484 -8.26087 2.44886  -0.16
N: 1.39900 -9.28114 2.71952  0.22
C: -1.01922 -6.84951 2.08407  -0.16
C: -1.58161 -5.61884 1.76884  -0.02
C: -0.74647 -4.54349 1.50627  -0.60
S: -1.38459 -2.95367 1.09522  0.73
C: -1.85338 -7.95514 2.37544  -0.16
N: -2.54595 -8.84356 2.60245  0.22
H: 2.28501 -6.03978 1.85928  0.13
H: -2.65680 -5.50289 1.74078  0.13
O: 1.08957 -0.47326 3.59059  0.22
C: 0.82274 -0.83986 2.56961  -0.21
C: -1.84444 2.29030 -4.06072  -0.02
C: -0.60021 2.52099 -3.20754  -0.61
C: 0.67102 2.30047 -4.01468  -0.01
C: -0.62632 3.89984 -2.55629  -0.01
O: -0.67445 1.51268 -2.16586  -0.15
Si: 0.23726 1.04607 -0.93854  -0.11
S: 0.58649 -1.05805 -1.38160  0.46
O: 1.66440 1.73901 -0.90883  -0.13
C: 2.66295 2.24606 0.00203  -0.61
C: 2.78122 1.29333 1.18808  -0.03
C: 3.95880 2.31388 -0.79644  -0.01
C: 2.21765 3.63123 0.45942  -0.01
O: -0.50407 1.02839 0.53217  -0.20
C: -1.94075 1.19270 0.88550  -0.59
C: -2.15156 0.55298 2.24867  -0.04
C: -2.16298 2.70076 0.99349  0.00
C: -2.83305 0.54424 -0.16205  -0.02
H: -1.86934 3.00448 -4.88343  0.10
H: -2.74900 2.41963 -3.46596  0.09
H: -1.83579 1.28241 -4.47437  0.09
H: 0.72199 3.03241 -4.82028  0.10
H: 0.66713 1.30498 -4.45941  0.10
H: 1.55420 2.41325 -3.38641  0.08
H: -0.62283 4.67328 -3.32373  0.10
H: 0.24920 4.04207 -1.92268  0.08
H: -1.52765 4.02285 -1.95680  0.08
H: 2.98708 0.27453 0.84817  0.08
H: 1.85596 1.32717 1.76479  0.06
H: 3.59712 1.59751 1.84281  0.11
H: 4.27140 1.31540 -1.10232  0.10
H: 4.74937 2.75914 -0.19330  0.10
H: 3.81919 2.92486 -1.68741  0.09
H: 1.25321 3.57384 0.96796  0.09
H: 2.12893 4.30376 -0.39264  0.09
H: 2.94921 4.04921 1.15029  0.10
H: -1.48333 0.98917 2.99177  0.09
H: -2.00280 -0.52494 2.21099  0.02
H: -3.17670 0.72225 2.57133  0.11
H: -1.48123 3.13373 1.72499  0.10
H: -3.18629 2.90275 1.30806  0.10
H: -1.99885 3.18074 0.02951  0.07
H: -2.62872 -0.52753 -0.24037  0.06
H: -2.69619 0.99728 -1.13750  0.08
H: -3.87426 0.66388 0.13573  0.11

Cartesian forces, eV/Å:
-0.5 -0.2 0.3
0.0 -0.2 0.2
-0.1 0.5 -0.2
0.0 -0.2 0.1
-0.2 0.8 -0.2
0.4 -0.8 0.2
0.0 0.2 0.0
0.4 0.8 -0.2
-0.1 -0.3 0.1
0.2 0.5 -0.3
0.0 -0.2 0.1
-0.6 -0.7 0.2
0.1 0.1 0.0
0.0 0.0 0.0
0.0 0.0 0.0
0.1 0.2 0.5
0.1 -0.1 -0.2
0.2 0.1 0.1
-0.2 0.2 -0.2
-0.1 0.1 0.0
0.0 -0.2 -0.1
0.0 0.0 0.4
-0.3 0.1 -0.5
0.3 -0.4 -0.2
0.1 0.2 0.0
0.1 0.1 0.1
0.0 0.2 -0.1
-0.1 0.0 0.1
0.1 -0.2 0.0
-0.2 -1.0 0.3
-0.1 0.5 0.1
0.2 0.1 -0.1
0.0 -0.2 -0.2
0.1 0.0 0.2
0.0 0.0 0.0
0.0 0.0 0.0
0.0 0.0 0.0
0.0 0.0 0.0
0.0 0.0 0.0
0.0 0.0 0.0
0.0 0.0 0.0
0.0 0.0 0.0
0.0 0.0 0.0
0.0 0.0 0.0
0.0 0.0 0.0
0.0 0.0 0.0
0.0 0.0 0.0
0.0 0.0 0.0
0.0 0.0 0.0
0.0 0.0 0.0
0.0 0.0 0.0
0.0 0.0 0.0
0.0 0.0 0.0
0.0 -0.1 0.0
0.0 0.0 0.0
0.0 0.0 0.0
0.0 0.0 0.0
0.0 0.0 0.0
0.0 0.0 0.0
0.0 0.0 -0.1
0.0 0.0 0.0

***

Entry 3:
Computed, not measured: a structure of composition C61H46MnNP3Si at a distorted geometry, with wB97M-V/def2-TZVPD.

- total charge = +1
- LUMO energy (alpha / beta) (Eh) = -0.0967 / -0.1056
- frontier orbital gap (alpha / beta) (eV) = 6.8 / 8.0
- 2S+1 = 5

Last column: Löwdin charge in e.
Atoms and positions in Å:
Mn: -0.12481 -0.39708 -0.39819  0.24
C: -6.00960 2.32867 -1.31476  -0.07
C: -5.68294 1.32262 -2.21076  -0.07
C: -4.65741 0.42874 -1.92104  -0.08
C: -3.93517 0.53161 -0.73051  -0.32
C: -4.25923 1.56459 0.15111  -0.11
C: -5.29457 2.44544 -0.13186  -0.08
P: -2.54166 -0.62174 -0.33544  1.07
C: -3.10481 -2.16151 -1.15124  -0.36
C: -3.67748 -3.24226 -0.49331  -0.07
C: -4.02985 -4.38765 -1.20059  -0.06
C: -3.82251 -4.45845 -2.57111  -0.07
C: -3.24834 -3.38087 -3.23741  -0.07
C: -2.87841 -2.24959 -2.52618  -0.14
C: -2.73121 -0.78441 1.50699  -0.34
C: -4.01611 -1.07068 1.98222  -0.10
C: -4.28445 -1.14643 3.34229  -0.05
C: -3.27554 -0.89754 4.26059  -0.06
C: -1.99662 -0.59945 3.80933  -0.09
C: -1.68577 -0.56108 2.44311  -0.26
Si: 0.08446 -0.23908 1.90505  0.64
C: 1.44856 -1.42911 2.38010  -0.30
C: 1.48716 -2.13498 3.58306  -0.09
C: 2.47080 -3.08646 3.82721  -0.06
C: 3.42815 -3.34524 2.85847  -0.06
C: 3.42621 -2.62941 1.66241  -0.06
C: 2.45781 -1.65758 1.41502  -0.34
P: 2.45232 -0.62088 -0.12250  1.10
C: 3.48983 0.83379 0.32394  -0.34
C: 3.91299 1.10938 1.62120  -0.08
C: 4.71869 2.21578 1.87743  -0.07
C: 5.11959 3.04783 0.84237  -0.07
C: 4.71488 2.77248 -0.45842  -0.07
C: 3.90648 1.67299 -0.71564  -0.10
C: 3.55019 -1.38167 -1.36685  -0.35
C: 3.02778 -1.74651 -2.60718  -0.10
C: 3.84291 -2.29501 -3.59249  -0.07
C: 5.19582 -2.47936 -3.34161  -0.07
C: 5.73574 -2.08462 -2.12127  -0.06
C: 4.92261 -1.52901 -1.14643  -0.10
C: 0.75658 1.43663 2.40466  -0.29
C: 1.27149 1.72789 3.67395  -0.08
C: 1.84473 2.96146 3.93960  -0.06
C: 1.90790 3.92871 2.93965  -0.06
C: 1.39209 3.66575 1.67933  -0.06
C: 0.83159 2.41515 1.40388  -0.37
P: -0.01358 1.96605 -0.15130  1.04
C: 0.89963 2.51615 -1.63974  -0.36
C: 1.48909 3.77138 -1.78836  -0.08
C: 2.17107 4.09780 -2.95115  -0.06
C: 2.25628 3.18557 -3.99757  -0.06
C: 1.63423 1.95053 -3.88829  -0.07
C: 0.95935 1.62854 -2.71712  -0.13
C: -1.41738 3.14408 -0.12877  -0.33
C: -1.96279 3.56751 1.08670  -0.10
C: -2.97551 4.51972 1.10443  -0.08
C: -3.45859 5.04462 -0.08760  -0.08
C: -2.94678 4.60024 -1.29901  -0.06
C: -1.93093 3.65261 -1.32056  -0.08
H: -6.82026 3.01576 -1.53551  0.11
H: -6.23912 1.21496 -3.13401  0.11
H: -4.45171 -0.36399 -2.62191  0.09
H: -3.72370 1.66636 1.08372  0.10
H: -5.54549 3.22286 0.58037  0.11
H: -3.83198 -3.21151 0.57842  0.10
H: -4.46182 -5.23258 -0.67399  0.11
H: -4.09396 -5.35624 -3.11683  0.11
H: -3.07348 -3.43081 -4.30473  0.11
H: -2.39865 -1.42685 -3.04523  0.10
H: -4.82696 -1.21645 1.27559  0.12
H: -5.28748 -1.38118 3.68166  0.11
H: -3.48394 -0.93560 5.32549  0.11
H: -1.21711 -0.39891 4.54275  0.10
H: 0.71213 -1.97171 4.33373  0.10
H: 2.47455 -3.64180 4.76077  0.11
H: 4.18752 -4.10165 3.03015  0.11
H: 4.17853 -2.85585 0.91811  0.09
H: 3.61158 0.47056 2.44145  0.11
H: 5.03929 2.42074 2.89296  0.11
H: 5.75786 3.90115 1.04494  0.11
H: 5.03308 3.41098 -1.27697  0.11
H: 3.61147 1.45390 -1.73887  0.10
H: 1.98266 -1.57672 -2.81642  0.07
H: 3.42369 -2.56798 -4.55536  0.11
H: 5.83656 -2.91630 -4.09974  0.11
H: 6.79830 -2.19983 -1.93531  0.11
H: 5.36401 -1.16990 -0.22098  0.12
H: 1.24223 0.97325 4.45918  0.11
H: 2.24944 3.17428 4.92528  0.11
H: 2.35146 4.89836 3.14767  0.12
H: 1.40515 4.45161 0.93607  0.10
H: 1.42280 4.50756 -0.99991  0.10
H: 2.63655 5.07419 -3.04411  0.12
H: 2.79464 3.44507 -4.90387  0.11
H: 1.67600 1.24317 -4.70814  0.11
H: 0.47078 0.67891 -2.65704  0.06
H: -1.57913 3.17852 2.02353  0.11
H: -3.37775 4.86053 2.05369  0.12
H: -4.23711 5.79949 -0.07278  0.11
H: -3.33054 4.99904 -2.23187  0.11
H: -1.52233 3.32949 -2.27134  0.11
N: 0.12256 -7.80351 -0.57764  0.16
C: 0.04272 -6.65997 -0.45230  -0.17
C: -0.05708 -5.21921 -0.29524  -0.22
C: -0.40465 -4.66928 0.93833  -0.01
C: -0.50610 -3.29301 1.08451  -0.10
C: -0.25650 -2.41448 0.02455  -0.28
C: 0.06195 -3.00398 -1.19851  -0.14
C: 0.16954 -4.37750 -1.37517  -0.01
H: -0.59419 -5.32723 1.78178  0.13
H: -0.79503 -2.92321 2.06052  0.09
H: 0.19643 -2.38522 -2.07846  0.08
H: 0.41761 -4.79483 -2.34286  0.12

Cartesian forces, eV/Å:
0.3 -0.6 -0.7
0.0 0.0 0.0
0.1 -0.1 0.0
0.0 0.1 0.1
0.1 0.1 0.0
-0.1 -0.1 0.0
0.0 -0.1 0.1
-1.0 0.0 0.0
0.1 0.0 0.1
0.0 -0.1 0.1
0.0 0.0 0.0
0.0 0.0 0.0
0.0 0.0 0.1
0.0 -0.1 0.0
-0.1 -0.1 0.2
0.1 0.1 0.0
0.0 0.0 0.0
0.0 0.0 0.0
0.0 0.0 -0.1
-0.3 -0.1 0.1
0.0 -0.1 0.1
0.2 -0.1 0.1
-0.1 0.0 0.0
0.0 0.0 0.0
0.0 0.0 -0.1
-0.1 0.0 0.0
0.1 0.0 0.1
0.4 0.0 0.1
0.1 0.0 -0.1
0.0 0.1 0.0
0.0 -0.1 0.0
0.0 0.0 0.0
-0.1 -0.1 0.0
0.0 0.0 0.0
0.0 -0.1 -0.1
0.2 0.0 0.0
0.0 0.0 0.1
0.0 0.0 0.0
0.0 0.0 0.0
0.0 0.1 0.1
0.0 0.3 0.0
0.0 0.0 0.0
0.0 0.0 0.0
0.0 0.0 -0.1
-0.1 0.0 0.1
0.1 0.1 0.1
0.1 1.0 0.1
0.0 0.0 -0.1
0.0 0.0 0.0
0.0 0.0 0.0
0.0 0.0 0.0
0.0 0.1 0.1
0.3 0.5 0.1
-0.1 0.0 0.1
0.1 0.2 -0.1
0.1 0.0 0.0
0.1 0.0 0.0
0.0 0.0 0.0
-0.1 0.0 0.0
0.1 -0.1 0.0
0.0 0.0 0.0
0.0 -0.1 -0.1
0.0 0.0 0.0
0.0 -0.1 0.0
0.0 0.0 -0.1
0.0 0.1 0.0
0.0 0.1 0.1
0.0 0.0 0.0
0.0 0.0 0.0
0.0 0.0 0.0
0.1 0.0 0.0
0.0 0.0 -0.1
-0.1 0.0 -0.1
0.1 0.0 -0.2
0.0 0.1 -0.1
-0.1 0.1 0.0
0.0 0.0 0.0
0.0 0.0 0.0
0.0 0.0 -0.1
-0.1 -0.1 0.0
0.0 -0.1 0.1
0.0 0.0 0.1
-0.1 0.0 0.0
0.0 0.0 0.1
-0.1 0.1 0.1
-0.1 0.0 0.0
0.0 -0.1 -0.1
0.0 0.1 -0.1
-0.1 0.0 -0.1
-0.1 -0.1 0.0
0.0 -0.1 0.0
0.0 0.0 0.0
-0.1 -0.1 0.0
-0.1 0.0 0.1
0.0 0.0 0.1
-0.3 -0.6 0.0
0.0 0.0 0.0
0.0 0.0 -0.1
0.0 -0.1 0.0
0.0 0.0 0.1
0.0 0.0 0.0
0.0 0.5 0.1
0.0 0.0 0.0
0.0 -0.3 0.0
-0.1 0.1 0.1
-0.1 -0.2 -0.1
0.1 -0.2 0.3
-0.1 -0.1 0.1
0.0 0.0 -0.1
0.0 0.1 -0.1
0.0 0.0 0.0
0.1 0.1 -0.2
0.0 0.0 0.0

***

Entry 4:
Computed, not measured: an isolated molecule of C11H14O2S2 at a distorted geometry, with wB97M-V/def2-TZVPD.

- total charge = 0
- structure (SMILES) = C=C[C@H](SC)S(=O)(=O)c1ccc(C)cc1
- LUMO energy (Eh) = 0.0175
- frontier orbital gap (eV) = 9.5
- 2S+1 = 1
- energy relative to the best compared isomer or geometry (same formula, charge and spin) (kJ/mol) = 88.6

Last column: Löwdin charge in e.
Atoms and positions in Å:
C: 4.37280 0.02174 -0.86838  0.02
C: 3.39690 -0.33569 -0.06294  -0.26
C: 1.94696 0.02790 -0.23944  -0.66
S: 1.41023 1.20884 0.98284  0.90
C: 2.26429 2.65918 0.24094  -0.32
S: 1.09736 -1.60252 0.15178  0.66
O: 1.48412 -2.46785 -0.99032  -0.32
O: 1.41531 -2.11777 1.46511  -0.31
C: -0.57485 -1.13863 0.16607  -0.34
C: -1.31123 -1.21409 -1.02269  -0.03
C: -2.60528 -0.60546 -1.12759  -0.01
C: -3.24736 -0.33816 0.05512  -0.29
C: -4.67785 0.13749 0.10899  -0.05
C: -2.53097 -0.37176 1.22755  -0.05
C: -1.19210 -0.67921 1.36626  -0.06
H: 5.31420 -0.35870 -0.68304  0.03
H: 4.22475 0.64631 -1.77877  0.09
H: 3.64503 -0.90685 0.86783  0.13
H: 1.48573 0.11996 -1.28039  0.13
H: 1.92052 3.49192 0.69383  -0.01
H: 1.94091 2.84057 -0.75038  0.05
H: 3.23372 2.70653 0.47685  0.00
H: -0.71430 -1.55583 -1.91781  0.13
H: -3.16150 -0.53332 -2.02896  0.11
H: -5.33588 -0.60209 -0.09788  0.03
H: -5.03176 0.48399 1.10292  0.08
H: -4.92912 1.12462 -0.45419  0.12
H: -3.15594 0.01228 2.16071  0.16
H: -0.68470 -0.65338 2.23599  0.07

Cartesian forces, eV/Å:
-1.5 1.0 -1.5
-0.3 0.0 0.5
-0.8 -2.2 -0.1
0.3 1.3 -0.4
-3.0 -2.2 -0.4
1.8 -1.8 -1.3
-1.3 1.6 1.5
0.0 0.7 -0.1
-1.9 -0.1 0.1
0.7 1.4 -1.3
1.6 -2.1 0.8
-0.6 1.3 -0.1
0.7 4.3 0.9
-1.1 1.3 3.8
-1.5 -0.9 -4.4
2.0 -0.4 0.3
0.0 -0.6 0.8
-0.5 0.4 -0.9
1.2 0.5 1.2
-1.7 2.7 2.1
0.3 -0.4 -1.3
4.0 -0.5 0.1
-1.1 0.3 0.9
0.0 -0.1 -0.9
-2.1 -2.3 -1.3
0.8 -0.5 0.0
0.7 -2.0 0.1
1.7 -1.0 -1.8
1.5 0.2 2.8

***

Entry 5:
Computed, not measured: a structure of composition C4H14CsN4O3 at a distorted geometry, with wB97M-V/def2-TZVPD.

- total charge = +1
- LUMO energy (Eh) = -0.1117
- frontier orbital gap (eV) = 9.6
- 2S+1 = 1
- energy relative to the best compared isomer or geometry (same formula, charge and spin) (kJ/mol) = 1119.3

Last column: Löwdin charge in e.
Atoms and positions in Å:
Cs: -0.56612 0.82253 -1.32699  2.10
C: 1.07118 -0.66235 0.33872  -0.18
C: 2.20501 0.27769 0.04286  -0.25
O: 1.75059 1.61077 -0.08549  -0.20
H: 0.51491 -0.43649 1.24847  0.09
H: 1.41082 -1.66122 0.61261  0.12
H: 0.39845 -0.82902 -0.50257  -0.10
H: 2.64605 0.02336 -0.92093  0.14
H: 2.90295 0.13566 0.86797  0.14
H: 2.51275 2.10077 -0.40269  0.14
C: -1.96130 -2.02199 -1.78291  -0.81
O: -2.90617 -2.53276 -1.13713  0.05
N: -1.00638 -1.48120 -1.16230  -0.22
N: -1.78374 -1.97148 -3.03623  0.21
H: -0.18879 -1.10350 -1.61946  -0.05
H: -1.15455 -1.56438 -0.16670  0.14
H: -2.41880 -2.48585 -3.62971  0.15
H: -0.92800 -1.61219 -3.43461  0.12
C: -0.42417 1.63774 1.50336  -0.86
O: -0.74933 1.70987 0.37191  -0.61
N: 0.75407 1.74305 1.91686  0.19
N: -1.28076 1.59716 2.44819  0.23
H: 0.89728 1.61515 2.90845  0.15
H: 1.54782 1.79110 1.29417  0.04
H: -2.25958 1.73549 2.24112  0.15
H: -0.98420 1.56211 3.41303  0.14

Cartesian forces, eV/Å:
-0.6 3.4 -14.5
0.0 -1.7 0.5
0.3 -1.6 -0.2
2.2 0.5 -2.3
-0.1 0.3 -0.3
0.7 -0.1 -0.3
2.8 -0.4 2.8
0.4 -0.4 0.2
0.5 0.4 -0.2
0.1 0.5 -0.3
-5.4 -3.7 2.5
0.8 0.7 -1.3
2.6 -2.0 4.0
-0.5 -0.5 -6.3
-0.7 -2.8 -0.4
0.7 -0.1 0.1
0.1 0.2 -0.1
-0.4 -0.3 -0.2
-0.5 1.6 3.1
-3.3 5.7 4.5
5.5 0.2 4.6
-4.5 -0.8 3.7
0.2 0.2 -0.2
-0.5 0.5 0.6
0.2 -0.2 0.2
-0.5 0.1 -0.2

***

Entry 6:
Computed, not measured: a structure of composition Cl3FO12Sr4 at a distorted geometry, with wB97M-V/def2-TZVPD.

- total charge = +4
- LUMO energy (Eh) = -0.5774
- frontier orbital gap (eV) = 4.6
- 2S+1 = 1
- energy relative to the best compared isomer or geometry (same formula, charge and spin) (kJ/mol) = 1232.8

Last column: Löwdin charge in e.
Atoms and positions in Å:
Sr: -3.58945 -0.96391 -1.86467  2.07
Sr: -2.80327 1.36414 1.73531  2.00
Sr: 1.09384 0.85379 -2.95105  1.99
Sr: 0.50139 -1.16502 1.82285  1.96
F: -1.37737 -0.42308 2.29202  -0.73
Cl: -1.03002 0.08877 -0.40303  0.87
O: -0.44545 -1.09181 0.13803  -0.58
O: -0.23766 0.70461 -1.58474  -0.66
O: -2.34410 -0.13768 -0.96416  -0.83
O: -1.11373 0.90789 0.63906  -0.65
Cl: 1.26412 -2.05327 -2.49246  0.71
O: 2.69329 -2.17351 -2.35013  -0.22
O: 0.64959 -3.30345 -2.10016  -0.24
O: 0.85904 -1.03337 -1.54902  -0.63
O: 0.92243 -1.59575 -3.84937  -0.37
Cl: 1.01196 1.95822 2.64153  0.68
O: -0.17761 1.45878 2.10802  -0.57
O: 0.57335 3.08852 3.36991  -0.27
O: 1.55580 1.09855 3.71910  -0.28
O: 1.99376 2.41758 1.64291  -0.27

Cartesian forces, eV/Å:
-12.9 -8.7 -9.6
-2.8 1.8 5.3
6.8 1.2 -6.7
7.6 -1.7 9.2
-4.1 -1.1 1.4
6.7 -1.0 -5.2
-5.9 0.1 -7.9
-9.5 0.3 8.8
7.9 5.6 6.4
0.0 4.1 -3.8
4.5 -6.2 -0.4
-1.4 0.7 -0.7
-0.6 2.0 -0.9
1.5 -0.2 -0.5
-0.8 0.8 1.1
6.4 7.4 7.2
-0.8 -1.8 0.0
-0.4 1.3 -0.3
-0.4 -1.8 -3.4
-1.7 -2.7 0.2

***

no.,electronic energy (eV)
1,-19650.58641
2,-75998.51862
3,-132553.43428
4,-37396.43968
5,-17012.25444
6,-68124.40281